Record 1
DFT (wB97M-V/def2-TZVPD) results for a structure of composition C47H50BeN4O3.

Atoms and positions in Å:
1 Be -0.74 -0.89 -0.37
2 O 0.80 0.98 -2.12
3 C 0.81 1.04 -3.36
4 C 1.61 2.02 -4.06
5 C 1.64 2.11 -5.43
6 C 0.88 1.24 -6.22
7 C 0.10 0.29 -5.59
8 C 0.04 0.14 -4.19
9 C -0.81 -0.91 -3.62
10 N -1.12 -1.29 -2.36
11 C -1.99 -2.35 -2.48
12 C -2.24 -2.64 -3.78
13 N -1.49 -1.72 -4.48
14 H 2.19 2.69 -3.43
15 H 2.26 2.87 -5.90
16 H 0.89 1.30 -7.30
17 H -0.47 -0.37 -6.24
18 H -2.39 -2.85 -1.62
19 H -2.84 -3.39 -4.26
20 H -1.43 -1.66 -5.48
21 C 0.94 -3.65 -1.96
22 C 2.27 -2.91 -1.75
23 C 2.34 -1.57 -2.48
24 C 2.57 -2.81 -0.26
25 C 3.61 -3.62 0.19
26 C 4.03 -3.63 1.51
27 C 3.32 -2.86 2.41
28 C 2.24 -2.07 2.03
29 C 1.41 -1.48 3.16
30 C 2.21 -0.57 4.10
31 C 0.75 -2.61 3.97
32 C 1.88 -1.95 0.65
33 N 0.92 -1.03 0.21
34 C 1.11 0.31 0.57
35 C 0.04 1.16 0.59
36 N -1.22 0.69 0.25
37 C -2.31 1.44 0.73
38 C -3.35 1.89 -0.13
39 C -4.32 2.78 0.33
40 C -4.33 3.27 1.63
41 C -3.37 2.77 2.50
42 C -2.41 1.86 2.10
43 C -1.56 1.27 3.22
44 C -2.43 0.44 4.18
45 C -0.79 2.34 4.01
46 C -3.50 1.47 -1.59
47 C -3.95 0.01 -1.65
48 C -2.26 1.76 -2.44
49 C 0.54 2.54 0.70
50 C 0.00 3.80 0.69
51 C 0.86 4.93 0.78
52 C 2.23 4.82 0.85
53 C 2.82 3.52 0.83
54 C 4.22 3.21 0.79
55 C 4.61 1.91 0.67
56 C 3.69 0.82 0.58
57 C 2.35 1.09 0.66
58 C 1.96 2.45 0.78
59 H 0.67 -3.68 -3.02
60 H 0.14 -3.15 -1.42
61 H 1.01 -4.67 -1.59
62 H 3.05 -3.55 -2.17
63 H 1.63 -0.86 -2.08
64 H 2.15 -1.70 -3.55
65 H 3.34 -1.14 -2.37
66 H 4.13 -4.23 -0.54
67 H 4.87 -4.24 1.83
68 H 3.58 -2.91 3.47
69 H 0.61 -0.90 2.72
70 H 3.00 -1.13 4.62
71 H 1.56 -0.14 4.85
72 H 2.69 0.25 3.55
73 H 1.50 -3.32 4.33
74 H 0.03 -3.14 3.35
75 H 0.22 -2.19 4.83
76 H -5.08 3.13 -0.37
77 H -5.07 3.98 1.95
78 H -3.40 3.09 3.54
79 H -0.84 0.59 2.78
80 H -3.33 1.00 4.47
81 H -1.87 0.19 5.09
82 H -2.74 -0.48 3.69
83 H -1.47 2.93 4.64
84 H -0.26 3.02 3.34
85 H -0.05 1.87 4.67
86 H -4.32 2.07 -2.00
87 H -3.25 -0.63 -1.10
88 H -4.00 -0.35 -2.68
89 H -4.94 -0.10 -1.19
90 H -1.38 1.25 -2.05
91 H -2.05 2.84 -2.43
92 H -2.42 1.45 -3.48
93 H -1.07 3.95 0.60
94 H 0.42 5.92 0.78
95 H 2.85 5.70 0.90
96 H 4.95 4.02 0.83
97 H 5.67 1.69 0.62
98 H 4.07 -0.19 0.46
99 C -2.83 -4.13 1.33
100 O -2.31 -3.32 0.29
101 C -1.67 -2.14 0.71
102 O -1.65 -1.98 1.92
103 H -3.34 -4.97 0.85
104 H -3.54 -3.58 1.95
105 H -2.04 -4.51 1.98

## Properties
LUMO level: 4.390 eV
charge: -2
Kohn-Sham gap: 4.661 eV

Atom charges from the Löwdin analysis, given in e for atoms 1 to 8: number 1, Be, carries 0.2190; number 2, O, carries -0.0358; number 3, C, carries -0.4205; number 4, C, carries -0.0153; number 5, C, carries -0.1382; number 6, C, carries -0.1558; number 7, C, carries -0.0874; number 8, C, carries -0.1119

=====

Record 2
DFT (wB97M-V/def2-TZVPD) results for a structure of composition C47H50Cl3N6O7SiSr in a non-equilibrium geometry.

Atoms and positions in Å:
1 Sr -0.66 0.56 0.76
2 C -3.36 -2.37 0.49
3 C -4.06 -1.12 0.91
4 O -3.61 0.05 0.12
5 C -4.08 0.11 -1.23
6 C -3.09 1.11 -1.85
7 O -1.77 0.59 -1.77
8 C -1.15 0.08 -2.94
9 C 0.26 -0.29 -2.61
10 O 0.38 -1.09 -1.46
11 C -0.13 -2.45 -1.53
12 C -1.64 -2.62 -1.25
13 O -2.04 -2.02 0.02
14 H -3.91 -2.81 -0.35
15 H -3.28 -3.09 1.23
16 H -3.86 -0.80 1.88
17 H -5.16 -1.24 0.91
18 H -5.18 0.46 -1.39
19 H -3.99 -0.88 -1.73
20 H -3.12 1.99 -1.28
21 H -3.39 1.33 -2.93
22 H -1.09 0.75 -3.82
23 H -1.54 -0.83 -3.37
24 H 0.83 0.63 -2.45
25 H 0.72 -0.86 -3.43
26 H 0.42 -3.08 -0.81
27 H 0.08 -2.86 -2.60
28 H -1.73 -3.71 -1.35
29 H -2.20 -2.11 -2.08
30 C -1.11 -6.99 -3.35
31 O -2.01 -6.30 -2.49
32 C -1.68 -6.31 -1.16
33 C -2.73 -5.87 -0.27
34 C -2.66 -6.02 1.09
35 C -1.48 -6.50 1.68
36 C -0.50 -7.02 0.80
37 C -0.61 -6.88 -0.56
38 N -1.42 -6.85 3.07
39 N -1.49 -6.02 3.95
40 C -1.44 -4.61 3.71
41 C -2.29 -3.78 4.42
42 C -2.35 -2.38 4.08
43 C -1.53 -1.86 3.09
44 O -1.59 -0.64 2.72
45 C -0.44 -2.63 2.62
46 N 0.51 -2.00 1.84
47 C 1.61 -2.70 1.44
48 C 1.82 -4.07 1.77
49 C 0.76 -4.72 2.41
50 C -0.40 -4.01 2.86
51 H -1.50 -7.07 -4.37
52 H -0.83 -7.97 -2.89
53 H -0.22 -6.28 -3.57
54 H -3.65 -5.40 -0.73
55 H -3.52 -5.85 1.73
56 H 0.40 -7.63 1.16
57 H 0.16 -7.37 -1.16
58 H -3.00 -4.36 5.03
59 H -2.99 -1.66 4.56
60 H 2.27 -2.08 0.84
61 H 2.77 -4.55 1.60
62 H 0.85 -5.73 2.71
63 C 3.76 6.04 -2.77
64 C 4.12 5.45 -1.39
65 C 5.23 5.93 -0.73
66 C 5.55 5.54 0.53
67 C 4.70 4.67 1.22
68 C 3.57 4.18 0.60
69 C 3.32 4.56 -0.71
70 N 2.13 4.13 -1.25
71 C 1.57 2.88 -1.11
72 N 2.53 1.85 -1.13
73 C 2.80 0.98 0.05
74 C 1.87 0.90 1.12
75 C 2.39 0.29 2.29
76 C 3.72 -0.21 2.34
77 C 4.46 -0.36 1.21
78 C 4.00 0.25 0.04
79 C 4.97 0.34 -1.17
80 N 0.35 2.59 -0.98
81 C -0.62 3.63 -1.11
82 C -1.35 3.76 -2.32
83 C -2.39 4.70 -2.41
84 C -2.72 5.49 -1.31
85 C -1.95 5.39 -0.13
86 C -0.98 4.43 0.00
87 C -0.43 4.37 1.41
88 H 4.52 6.73 -3.10
89 H 2.83 6.59 -2.68
90 H 3.66 5.28 -3.53
91 H 5.77 6.72 -1.27
92 H 6.50 5.87 1.03
93 H 4.94 4.37 2.27
94 H 2.88 3.51 1.11
95 H 1.40 4.85 -1.36
96 H 3.37 2.17 -1.58
97 H 1.75 0.17 3.17
98 H 4.06 -0.62 3.26
99 H 5.33 -0.91 1.32
100 H 5.87 -0.32 -1.14
101 H 5.40 1.34 -1.43
102 H 4.46 0.09 -2.08
103 H -0.98 3.21 -3.19
104 H -2.87 4.85 -3.35
105 H -3.63 6.03 -1.38
106 H -2.25 6.07 0.71
107 H -1.26 3.97 2.01
108 H -0.27 5.39 1.69
109 H 0.49 3.79 1.40
110 O 3.84 8.48 3.21
111 C 3.67 8.57 2.11
112 Cl -5.32 3.09 0.17
113 Si -3.87 2.84 1.81
114 Cl -5.32 1.92 3.11
115 Cl -3.96 4.87 2.68

## Properties
energy relative to the best compared isomer or geometry (same formula, charge and spin): 221.85 kJ/mol
LUMO level: 1.844 eV
charge: -1
Kohn-Sham gap: 6.538 eV

Atom charges from the Löwdin analysis, given in e for atoms 1 to 8: number 1, Sr, carries 1.3699; number 2, C, carries -0.1583; number 3, C, carries -0.1342; number 4, O, carries -0.2433; number 5, C, carries -0.1933; number 6, C, carries -0.1878; number 7, O, carries -0.2106; number 8, C, carries -0.2030